DFT (wB97M-V/def2-TZVPD) results for C7H13N3 in the gas phase in a non-equilibrium geometry.

```
23
Properties=species:S:1:pos:R:3
C 0.19 1.65 -0.19
C 0.76 0.27 -0.44
C -0.12 -0.74 -1.22
C -0.92 -1.69 -0.28
C -1.36 -1.03 1.06
C -0.08 -0.60 1.80
C 1.13 -0.31 0.91
H 0.89 2.35 0.18
H -0.61 1.68 0.48
H 1.73 0.33 -1.08
H 0.53 -1.42 -1.82
H -0.81 -0.20 -1.92
H -1.86 -1.94 -0.77
H -0.41 -2.61 -0.03
H -1.90 -1.70 1.74
H -2.04 -0.13 0.85
H -0.29 0.36 2.31
H 0.28 -1.30 2.57
H 1.56 -1.29 0.72
H 1.88 0.33 1.46
N 1.34 3.16 -2.69
N 0.48 2.66 -2.15
N -0.39 2.16 -1.49
```

The energy above the lowest of the compared OMol25 structures with the same formula, charge and spin comes out at 199.6 kJ/mol. The calculation puts the molecular weight at 139.202 g mol⁻¹. Its lowest unoccupied orbital energy is 1.0 eV. The total charge is 0. Its energy is -11937.8624 eV. The highest occupied orbital energy is -9.43 eV.

---

DFT (wB97M-V/def2-TZVPD) results for 2 unconnected molecules or ions with the total composition C7H13N3O in a non-equilibrium geometry.

```
24
Properties=species:S:1:pos:R:3
C -1.84 2.22 -0.57
C -0.90 2.09 -1.76
C -0.51 2.98 -2.82
N 0.53 2.32 -3.50
C 0.68 1.14 -2.88
N -0.21 0.93 -1.85
H -1.94 1.24 -0.10
H -2.82 2.61 -0.77
H -1.35 2.86 0.27
H -0.92 3.92 -3.05
H 1.06 2.70 -4.17
H 1.45 0.42 -2.96
C -0.31 -1.09 2.81
C 1.06 -1.68 2.39
C 1.18 -3.07 1.92
N 0.89 -3.20 0.58
O 1.23 -4.05 2.65
H -0.82 -0.53 2.11
H -0.31 -0.64 3.78
H -0.97 -2.00 2.91
H 1.45 -0.92 1.64
H 1.60 -1.54 3.33
H 0.78 -4.17 0.17
H 0.98 -2.53 -0.15
```

The energy above the lowest of the compared OMol25 structures with the same formula, charge and spin comes out at 147.8 kJ/mol. The calculation puts the molecular weight at 155.201 g mol⁻¹. Its lowest unoccupied orbital energy is 0.7 eV. The total charge is 0. As for the SMILES: Cc1c[nH]cn1.CCC(N)=O. Its energy is -13986.8317 eV. The highest occupied orbital energy is -8.57 eV.

---

DFT (wB97M-V/def2-TZVPD) results for a molecular structure, C7H13N3O in a non-equilibrium geometry.

```
24
Properties=species:S:1:pos:R:3
C -1.39 2.85 -1.00
C -0.65 2.36 0.84
C -1.54 -1.29 -0.30
C 0.24 -2.46 1.18
C 2.49 0.08 -1.12
C -0.65 -1.32 0.86
C 0.60 0.28 0.19
N -1.35 3.23 0.29
N -0.81 1.67 -1.18
N -0.27 1.35 -0.03
O 1.13 -0.33 -0.98
H -1.97 3.29 -1.78
H -0.31 2.26 1.92
H -2.41 -0.63 -0.11
H -2.06 -2.15 -0.71
H -1.03 -0.81 -1.17
H -0.39 -3.26 1.48
H 0.74 -3.00 0.28
H 1.04 -2.16 1.84
H 2.82 -0.32 -2.02
H 2.97 -0.29 -0.19
H 2.46 1.15 -1.06
H -1.01 -0.91 1.73
H 1.37 0.41 1.03
```

The energy above the lowest of the compared OMol25 structures with the same formula, charge and spin comes out at 440.6 kJ/mol. The calculation puts the molecular weight at 155.201 g mol⁻¹. Its lowest unoccupied orbital energy is 0.9 eV. The total charge is 0. Its energy is -13983.7968 eV. The highest occupied orbital energy is -8.13 eV.

---

- What is the formula in the first record?
  C7H13N3

---

- Which formula does entry 3 have?
  C7H13N3O